No. 1
This record from OMol25 describes a structure of composition C14H17IN2O2Tc. The level of theory is wB97M-V/def2-TZVPD.

Each line ends with the Mulliken spin population.
Cartesian coordinates (Å):
H: -2.337 2.037 -0.017  -0.011
H: -4.993 -0.041 -2.720  0.000
Tc: 0.241 0.222 0.207  2.713
N: -1.660 0.254 -0.776  -0.050
O: -0.874 -1.981 1.631  0.023
C: -0.811 -1.817 -1.624  0.021
H: 4.677 2.703 0.087  0.000
H: 5.413 3.024 1.662  0.000
O: -0.691 -0.205 2.991  -0.005
C: -2.598 1.210 -0.673  0.033
C: 1.299 -3.591 -1.620  -0.010
C: -0.883 -2.984 -2.391  -0.007
C: 4.983 3.499 0.774  0.001
C: -0.548 -0.813 1.785  -0.165
H: -1.768 -3.187 -2.983  0.000
H: -4.535 1.941 -1.237  0.000
C: -3.091 -0.947 -2.283  -0.005
H: 5.778 4.072 0.285  0.000
H: 0.126 -4.790 -2.987  0.000
H: 2.940 3.805 1.477  0.006
C: -1.893 -0.821 -1.572  -0.001
C: -1.179 -0.799 4.139  -0.006
H: -0.405 -0.744 4.932  0.001
N: 0.294 -1.542 -0.870  -0.017
H: -2.079 -0.247 4.480  0.001
H: 4.062 5.086 1.955  0.001
H: 2.154 -4.258 -1.586  0.001
C: -4.059 0.045 -2.173  0.022
H: 2.167 -2.149 -0.262  -0.005
C: 1.317 -2.419 -0.879  -0.004
I: 0.031 2.450 1.494  0.455
H: 3.476 5.000 0.288  0.000
C: -3.808 1.143 -1.353  -0.010
H: -1.452 -1.865 3.986  0.000
H: -3.268 -1.809 -2.916  0.001
C: 3.799 4.398 1.144  -0.004
C: 0.176 -3.882 -2.394  0.022

Properties
- 2S+1: 4
- Highest occupied orbital energy (spin up / spin down): -16.01 / -16.01 eV
- Orbital gap (spin up / spin down): 6.529 / 6.193 eV
- Expectation value of S²: 3.809
- Charge: +2
- Energy relative to the best compared isomer or geometry (same formula, charge and spin): 0.0000 eV


No. 2
This record from OMol25 describes a structure of composition C14H17INO7P2S4SbTc. The level of theory is wB97M-V/def2-TZVPD.

Each line ends with the Löwdin charge.
Cartesian coordinates (Å):
C: -0.742 -0.663 4.307  -0.031
C: 5.036 -0.142 0.980  -0.047
S: -1.623 2.198 1.254  -0.048
O: -2.505 -1.434 -2.468  -0.174
H: 5.528 -3.686 -1.837  0.100
H: 3.310 -3.332 -2.822  0.072
H: 4.682 1.550 2.235  0.104
O: -0.899 -1.767 -0.273  -0.504
Sb: -1.216 3.517 -0.987  0.475
P: -3.079 -0.281 -1.466  0.193
H: 1.938 -1.396 4.432  0.085
C: 0.437 -0.205 3.424  -0.671
C: 3.658 -2.653 -2.058  -0.184
O: -1.920 0.610 -1.051  -0.644
H: 1.886 1.405 3.412  0.061
H: 2.342 -0.985 2.754  0.067
N: -0.039 -0.078 2.112  -0.145
H: 6.010 -0.364 1.391  0.106
C: 3.046 1.163 0.899  -0.153
O: -2.239 -2.253 1.811  -0.255
S: 0.953 0.977 -0.681  0.455
P: -2.214 -2.218 0.344  0.145
H: 6.336 -2.156 -0.066  0.106
H: 0.233 1.922 3.723  0.045
Tc: -0.837 0.034 0.603  1.102
O: -2.630 -3.581 -0.362  -0.086
I: 1.073 -1.424 -2.789  0.976
C: 1.540 -1.276 3.428  -0.020
H: 2.449 1.996 1.242  0.062
C: 2.865 -1.598 -1.673  -0.583
C: 5.359 -2.028 -0.510  -0.049
S: -2.917 4.989 -0.844  -0.325
C: 4.550 -0.966 -0.054  -0.169
H: -0.374 -0.952 5.289  0.084
C: 0.968 1.147 3.927  -0.036
O: -3.376 -1.184 -0.164  -0.246
H: 1.125 -2.221 3.087  0.089
C: 4.915 -2.869 -1.487  -0.090
H: -1.456 0.148 4.415  0.086
H: -1.243 -1.507 3.841  0.059
H: 1.154 1.100 4.995  0.086
H: -2.690 -1.161 -3.363  0.074
O: -4.267 0.351 -2.025  -0.245
H: -2.544 -3.482 -1.312  0.063
S: -0.141 3.609 1.329  -0.161
C: 2.523 0.376 -0.105  -0.546
C: 3.263 -0.717 -0.638  -0.204
C: 4.303 0.911 1.450  -0.081

Properties
- 2S+1: 1
- Highest occupied orbital energy: -4.89 eV
- Orbital gap: 6.308 eV
- Charge: -1
- Energy relative to the best compared isomer or geometry (same formula, charge and spin): 1.0285 eV


No. 3
This record from OMol25 describes the molecule C14H17N3O. The level of theory is wB97M-V/def2-TZVPD.

Each line ends with the Löwdin charge.
Cartesian coordinates (Å):
H: -1.719 1.288 0.713  0.143
H: -5.613 -2.069 -0.803  0.107
C: -6.306 -0.088 -0.323  -0.105
N: -2.341 0.553 0.410  0.184
C: -4.663 1.549 0.379  -0.029
H: 1.838 -1.571 1.532  0.136
N: -0.613 -1.106 0.168  0.174
H: 2.826 0.704 1.184  0.149
H: 4.593 2.075 -1.040  0.103
C: 3.025 0.563 -0.956  -0.154
C: -5.354 -1.074 -0.478  -0.025
C: -1.933 -0.708 0.101  -0.351
H: -4.401 2.545 0.705  0.106
H: 6.198 -0.136 -0.311  0.103
C: 5.262 0.304 0.031  -0.189
H: 1.788 -1.797 -0.222  0.124
C: 4.301 -0.747 0.583  -0.169
C: 4.493 0.993 -1.110  -0.177
H: 2.768 -0.177 -1.717  0.116
N: -2.893 -1.510 -0.265  0.162
H: -7.342 -0.313 -0.531  0.096
H: -6.749 1.938 0.205  0.097
C: 0.436 -0.321 0.560  -0.440
C: 2.935 -0.081 0.431  -0.336
H: 2.336 1.399 -1.057  0.112
H: -0.467 -2.072 -0.087  0.154
H: 4.527 -1.018 1.614  0.114
H: 4.337 -1.651 -0.028  0.119
C: -5.969 1.199 0.098  -0.106
O: 0.293 0.839 0.883  0.079
C: 1.763 -1.049 0.573  -0.078
H: 5.498 1.026 0.813  0.107
C: -3.703 0.565 0.226  -0.190
H: 4.881 0.691 -2.082  0.102
C: -4.033 -0.745 -0.200  -0.238

Properties
- 2S+1: 1
- Highest occupied orbital energy: -8.11 eV
- SMILES: O=C(CC1CCCC1)Nc1nc2ccccc2[nH]1
- Orbital gap: 8.791 eV
- Energy relative to the best compared isomer or geometry (same formula, charge and spin): 0.0000 eV